Entry 1:
{
  "formula": "C46H38F4N3O3PTl",
  "method": "wB97M-V/def2-TZVPD",
  "symbols": ["Tl", "C", "C", "C", "C", "C", "C", "P", "C", "C", "C", "C", "C", "C", "C", "C", "C", "C", "C", "C", "H", "H", "H", "H", "H", "H", "H", "H", "H", "H", "H", "H", "H", "H", "C", "C", "C", "C", "C", "C", "C", "F", "C", "C", "C", "O", "C", "C", "N", "C", "C", "O", "O", "H", "H", "H", "H", "H", "H", "H", "H", "H", "H", "H", "F", "C", "F", "F", "C", "C", "C", "N", "C", "C", "H", "H", "H", "H", "C", "C", "C", "C", "C", "C", "C", "C", "N", "H", "H", "H", "H", "H", "H", "H", "H", "H"],
  "xyz": [[0.6586, 0.9991, 0.2854], [6.5433, -0.5700, 4.3001], [5.9518, 0.5600, 3.7496], [4.7774, 0.4444, 3.0255], [4.1651, -0.7988, 2.8541], [4.7643, -1.9248, 3.4103], [5.9496, -1.8103, 4.1260], [2.6133, -0.8148, 1.8816], [2.2280, -2.5948, 1.7591], [2.9230, -3.3176, 0.7888], [2.6674, -4.6649, 0.5914], [1.6916, -5.3008, 1.3470], [0.9805, -4.5842, 2.2965], [1.2496, -3.2398, 2.5062], [1.3775, -0.1562, 3.0431], [1.4016, -0.3471, 4.4229], [0.3752, 0.1532, 5.2076], [-0.6774, 0.8320, 4.6052], [-0.6907, 1.0313, 3.2316], [0.3437, 0.5578, 2.4298], [7.4673, -0.4823, 4.8583], [6.4115, 1.5324, 3.8747], [4.3299, 1.3255, 2.5792], [4.3027, -2.8963, 3.2843], [6.4057, -2.6956, 4.5523], [3.6596, -2.8120, 0.1734], [3.2153, -5.2122, -0.1660], [1.4694, -6.3471, 1.1774], [0.1964, -5.0676, 2.8648], [0.6668, -2.6813, 3.2251], [2.2248, -0.8855, 4.8814], [0.3937, 0.0167, 6.2819], [-1.4847, 1.2228, 5.2142], [-1.5141, 1.5833, 2.7892], [-6.0733, -3.1374, -1.1852], [-6.3039, -1.6577, -0.9065], [-7.2766, -1.0747, -1.9214], [-7.5149, 0.3990, -1.6520], [-6.2056, 1.1342, -1.6562], [-6.1322, 2.4616, -2.0149], [-4.9093, 3.1221, -2.0022], [-4.8944, 4.4239, -2.3597], [-3.7508, 2.4953, -1.6459], [-3.8025, 1.1440, -1.2805], [-2.5365, 0.4901, -0.8785], [-1.4872, 1.1400, -0.9744], [-2.6722, -0.8667, -0.4290], [-3.8953, -1.4564, -0.5009], [-5.0426, -0.8859, -0.9313], [-5.0232, 0.4593, -1.2904], [-1.5434, -1.7576, 0.0920], [-1.8144, -2.9575, 0.2434], [-0.4363, -1.2033, 0.3214], [-7.0390, -3.6139, -1.3566], [-5.5923, -3.6587, -0.3611], [-5.4609, -3.2687, -2.0780], [-6.7407, -1.5442, 0.0939], [-8.2095, -1.6377, -1.8670], [-6.8656, -1.2133, -2.9260], [-8.0016, 0.5146, -0.6775], [-8.1868, 0.8326, -2.3943], [-7.0230, 3.0023, -2.3092], [-2.7959, 3.0028, -1.6395], [-3.9354, -2.4901, -0.1909], [1.0222, -3.3844, -5.8935], [2.0310, -2.5476, -5.5745], [2.1785, -1.6977, -6.6054], [3.1504, -3.3033, -5.5311], [1.7870, -1.8447, -4.2722], [1.3692, -2.5809, -3.1715], [1.1742, -1.9143, -1.9739], [1.3800, -0.6024, -1.8396], [1.7914, 0.0952, -2.8940], [2.0026, -0.4857, -4.1400], [1.1896, -3.6451, -3.2380], [0.8383, -2.4349, -1.0870], [1.9299, 1.1535, -2.6864], [2.3233, 0.1213, -4.9745], [1.2995, 3.6359, 1.7745], [1.8716, 4.2907, 0.5545], [2.3444, 5.5922, 0.6674], [2.8888, 6.2878, -0.3984], [2.9440, 5.6313, -1.6269], [2.4855, 4.3412, -1.7882], [2.5671, 3.6888, -3.1365], [1.9296, 3.5907, -0.6901], [1.5560, 2.3324, -0.9863], [1.3392, 4.3115, 2.6302], [1.8379, 2.7222, 2.0562], [0.2505, 3.3442, 1.6390], [2.2785, 6.0719, 1.6406], [3.2505, 7.3017, -0.2830], [3.3531, 6.1437, -2.4936], [2.8834, 4.4076, -3.8953], [1.5995, 3.2672, -3.4206], [3.2805, 2.8574, -3.1355]],
  "lumo_energy_ha": 0.0751,
  "homo_energy_ha": -0.113,
  "charge": -1,
  "total_energy_ha": -3079.06951,
  "gap_ev": 5.1
}

***

Entry 2:
{
  "formula": "C46H40BrF4N6OPS3SiSr",
  "method": "wB97M-V/def2-TZVPD",
  "symbols": ["Sr", "N", "C", "C", "N", "C", "C", "N", "C", "C", "N", "H", "H", "H", "H", "H", "H", "C", "C", "C", "C", "C", "C", "N", "N", "Si", "C", "C", "C", "H", "H", "H", "H", "H", "H", "H", "H", "H", "H", "H", "H", "H", "H", "H", "F", "C", "C", "F", "C", "F", "C", "P", "C", "C", "C", "C", "C", "C", "C", "C", "C", "C", "C", "C", "C", "Br", "C", "F", "H", "H", "H", "H", "H", "H", "H", "H", "H", "H", "O", "C", "C", "C", "C", "C", "S", "C", "C", "C", "C", "S", "C", "C", "C", "C", "S", "H", "H", "H", "H", "H", "H", "H", "H", "H"],
  "xyz": [[0.6476, -0.4690, -0.1519], [3.5473, 2.2611, 1.9190], [3.6115, 1.2507, 2.8528], [2.5017, 0.4929, 2.6461], [1.7595, 1.0192, 1.6153], [2.4164, 2.0768, 1.1928], [1.9463, 2.9187, 0.1042], [0.8658, 2.6492, -0.5908], [0.7422, 3.6729, -1.4953], [1.7577, 4.5671, -1.3395], [2.5246, 4.0762, -0.3115], [4.2439, 2.9739, 1.7919], [4.4232, 1.1694, 3.5530], [2.1962, -0.4073, 3.1511], [-0.0705, 3.7066, -2.2016], [1.9947, 5.4850, -1.8468], [3.3562, 4.5109, 0.0468], [-2.8332, -2.3458, 0.7379], [-1.5514, -2.9556, 1.2409], [-1.5685, -4.1099, 1.9956], [-0.3408, -4.6418, 2.4072], [0.8320, -4.0271, 2.0584], [0.8043, -2.8312, 1.2826], [-0.4167, -2.3255, 0.9109], [1.8814, -2.1333, 0.9012], [3.4649, -2.6918, 0.5946], [4.1972, -1.3903, -0.5548], [4.5759, -2.7545, 2.1201], [3.4899, -4.4146, -0.1662], [-3.3223, -3.0345, 0.0485], [-2.6333, -1.4156, 0.2035], [-3.5212, -2.1445, 1.5619], [-2.5028, -4.5898, 2.2529], [-0.3196, -5.5451, 3.0064], [1.7930, -4.4185, 2.3672], [4.4758, -0.4940, 0.0124], [3.4651, -1.1094, -1.3176], [5.0913, -1.7453, -1.0736], [4.7305, -1.7583, 2.5435], [5.5569, -3.1642, 1.8614], [4.1484, -3.3884, 2.9022], [2.5440, -4.6244, -0.6709], [3.6333, -5.1773, 0.6036], [4.2920, -4.5208, -0.9001], [-7.1252, 1.7827, -1.0861], [-5.9318, 1.7737, -0.5015], [-5.8231, 2.0140, 0.8542], [-6.9196, 2.2550, 1.5712], [-4.5783, 2.0121, 1.4602], [-4.5534, 2.2773, 2.7708], [-3.4138, 1.7513, 0.7586], [-1.7203, 1.5509, 1.4933], [-1.1772, 3.2878, 1.6534], [-1.5377, 4.2403, 0.7018], [-0.9888, 5.5138, 0.7354], [-0.0686, 5.8524, 1.7170], [0.3092, 4.9045, 2.6588], [-0.2316, 3.6273, 2.6209], [-2.0203, 1.0315, 3.2234], [-1.7964, -0.3221, 3.4667], [-1.9822, -0.8608, 4.7330], [-2.3582, -0.0342, 5.7801], [-2.5461, 1.3260, 5.5570], [-2.3840, 1.8562, 4.2879], [-3.5494, 1.5638, -0.6275], [-2.0241, 1.4557, -1.7369], [-4.7851, 1.5589, -1.2465], [-4.9029, 1.3801, -2.5609], [-2.2558, 3.9890, -0.0698], [-1.2797, 6.2438, -0.0096], [0.3499, 6.8502, 1.7504], [1.0247, 5.1609, 3.4304], [0.0842, 2.8885, 3.3494], [-1.4590, -0.9590, 2.6586], [-1.8252, -1.9203, 4.8930], [-2.5007, -0.4450, 6.7716], [-2.8244, 1.9757, 6.3772], [-2.5463, 2.9147, 4.1266], [0.8347, -0.9372, -2.1223], [0.4802, -1.3564, -3.3833], [1.6947, -1.9117, -4.1297], [2.2113, -1.5507, -5.3383], [3.4048, -2.2531, -5.6713], [3.7797, -3.1268, -4.7003], [2.6923, -3.0981, -3.3787], [-0.6415, -2.3997, -3.2806], [-1.9441, -2.1425, -2.9637], [-2.7407, -3.3134, -2.8471], [-2.0249, -4.4479, -3.0723], [-0.3914, -4.0963, -3.4361], [-0.0255, -0.1515, -4.1846], [0.4063, 1.1296, -4.0140], [-0.1555, 2.0398, -4.9544], [-1.0009, 1.4265, -5.8260], [-1.1254, -0.2531, -5.5015], [1.7599, -0.8097, -5.9822], [3.9571, -2.0952, -6.5870], [4.6305, -3.7891, -4.6880], [-2.3305, -1.1413, -2.8368], [-3.7957, -3.3044, -2.6095], [-2.3705, -5.4692, -3.0682], [1.1161, 1.3916, -3.2418], [0.0661, 3.0984, -4.9817], [-1.5758, 1.8619, -6.6276]],
  "lumo_energy_ha": [-0.0121, -0.0089],
  "homo_energy_ha": [-0.257, -0.257],
  "charge": 0,
  "total_energy_ha": -7010.43280,
  "gap_ev": [6.7, 6.8]
}

***

charge of number 1 (C46H38F4N3O3PTl)?
-1

***

Which formula does entry 1 have?
C46H38F4N3O3PTl

***

The lowest charge belongs to which entry?
C46H38F4N3O3PTl